1.
Entry from OMol25: a molecular structure, C26H21BCl2F3N2O5 (the ωB97M-V functional and the def2-TZVPD basis).

Each line ends with the Löwdin charge.
Geometry (Å):
N: -0.3177 0.1218 3.0552  0.19
C: -0.6093 -0.0160 1.9145  -0.27
C: -1.0425 -0.2123 0.5958  0.04
C: -1.3956 -1.4934 0.2851  -0.17
C: -1.4829 -2.4479 1.3552  -0.18
N: -1.5481 -3.1873 2.2625  0.20
C: -1.6232 -2.1545 -1.0305  -0.37
O: -1.4177 -3.3649 -1.0681  0.08
C: -2.0407 -1.4385 -2.2700  -0.63
Cl: -1.2455 -1.9625 -3.6746  0.74
C: -3.1371 -0.6478 -2.2965  -0.62
Cl: -3.8281 -0.0883 -3.7523  0.74
C: -3.7344 -0.1196 -1.0257  -0.27
O: -4.9116 -0.1836 -0.7552  0.11
C: 4.6580 1.1505 -1.3251  -0.03
C: 3.7797 0.7806 -0.2330  -0.33
C: 3.8158 1.0122 1.1239  -0.02
C: 2.7597 0.2525 1.6958  0.00
C: 2.1537 -0.4579 0.6612  -0.22
B: -2.6121 0.7828 -0.2129  -0.69
C: 1.6136 -1.7606 0.6383  -0.18
C: 1.4432 -2.4893 1.8330  -0.03
C: 1.5585 -3.8687 1.8241  -0.01
C: 1.7506 -4.5091 0.5962  -0.13
C: 2.1800 -5.9558 0.5737  -0.51
F: 1.6383 -6.6311 -0.4909  0.10
F: 3.5509 -6.0317 0.4613  0.10
F: 1.8192 -6.6123 1.7194  0.10
C: 1.6683 -3.8212 -0.6184  0.00
C: 1.4772 -2.4526 -0.5866  -0.01
O: -3.0380 1.6963 0.7703  0.13
C: -2.2218 2.8844 0.5911  -0.43
C: -3.0748 4.1159 0.8606  -0.03
C: -1.0734 2.9335 1.5931  -0.04
C: -1.6581 2.7610 -0.9005  -0.45
C: -2.4842 3.5227 -1.9222  -0.02
C: -0.1683 3.0444 -1.0435  -0.01
O: -1.8439 1.3761 -1.2289  0.04
O: 2.7292 -0.0373 -0.5358  0.07
H: 5.5596 1.6317 -0.9426  0.09
H: 4.9897 0.2832 -1.9057  0.09
H: 4.1487 1.8443 -2.0012  0.09
H: 4.5243 1.6410 1.6501  0.11
H: 2.5111 0.1594 2.7466  0.11
H: 1.2306 -1.9435 2.7519  0.11
H: 1.5078 -4.4221 2.7632  0.12
H: 1.7558 -4.3458 -1.5750  0.13
H: 1.2714 -1.9038 -1.5051  0.12
H: -2.4723 5.0181 0.6839  0.09
H: -3.9798 4.1827 0.2434  0.09
H: -3.3845 4.1432 1.9137  0.09
H: -0.5601 3.9078 1.5990  0.09
H: -1.4619 2.7396 2.5989  0.10
H: -0.3096 2.1815 1.3946  0.05
H: -2.3699 4.6002 -1.7698  0.08
H: -2.1408 3.2608 -2.9286  0.09
H: -3.5383 3.2282 -1.8476  0.10
H: 0.1152 4.0522 -0.6995  0.09
H: 0.4263 2.2951 -0.5061  0.08
H: 0.0898 2.9555 -2.1034  0.09

Forces on the atoms, in the same order (eV/Å):
-0.54 -0.16 -3.08
0.22 -0.06 3.68
-1.45 -0.98 -0.52
0.09 0.17 1.03
0.13 -2.35 2.05
-0.07 1.67 -1.88
0.07 -1.07 0.29
-0.29 1.34 -0.36
-1.27 0.56 0.28
0.27 -0.16 -0.62
1.04 -0.92 -0.19
-0.11 0.06 -0.21
0.40 0.22 1.78
0.09 -0.12 -0.54
0.58 0.56 -0.95
-1.00 -0.43 1.67
-0.19 0.07 -0.83
-0.65 -0.75 -0.77
1.62 2.73 0.51
0.62 0.38 -0.36
-1.01 -2.16 -0.14
0.36 0.22 -0.18
-0.20 0.12 -0.39
0.39 -0.63 0.05
-0.42 0.37 0.03
0.72 0.24 0.99
-1.02 -0.46 0.07
0.51 0.20 -1.07
-0.35 -0.10 0.36
0.52 0.16 0.17
0.64 0.19 -0.47
0.32 0.19 -0.25
-0.31 0.33 -0.14
0.27 -0.27 0.47
-0.35 -0.57 0.19
0.03 0.26 0.03
0.24 0.19 -0.10
-0.36 1.40 -0.58
0.58 -0.25 0.74
-0.14 0.09 0.03
-0.21 0.03 0.07
0.17 -0.04 -0.12
-0.12 -0.13 -0.16
0.06 -0.03 -0.24
0.42 -0.19 -0.11
-0.02 0.10 -0.41
-0.23 0.14 0.44
0.52 -0.03 0.15
-0.13 -0.16 -0.02
0.25 -0.17 0.09
0.09 -0.16 -0.21
-0.32 -0.19 -0.11
0.05 0.07 -0.16
-0.18 0.21 0.08
-0.19 0.01 -0.15
0.01 0.05 0.16
0.18 0.18 0.04
-0.13 -0.28 -0.09
-0.18 0.23 -0.10
-0.01 0.06 0.07

Properties
**Spin multiplicity**: 1
**Charge**: -1
**E**: -74394.8129 eV
**Energy above the lowest of the compared OMol25 structures with the same formula, charge and spin**: 29.2 kcal per mole
**Gap between HOMO and LUMO**: 7.15 eV
**LUMO level**: 0.06593 Ha



2.
Entry from OMol25: a molecular structure, C26H21Cl2HfN4O2P (the ωB97M-V functional and the def2-TZVPD basis).

Each line ends with the Löwdin charge.
Geometry (Å):
Hf: 0.2517 0.2506 -0.2174  1.65
Cl: -2.4903 5.7436 3.1737  0.68
C: -1.3344 4.7101 2.3225  -0.63
C: -1.8363 3.4910 1.8346  -0.03
C: -0.9974 2.6821 1.0762  -0.20
N: -1.3139 1.4583 0.3573  -0.07
C: -2.5505 1.3131 -0.2703  -0.44
O: -3.4911 2.0090 -0.0566  0.16
C: -2.5650 0.2703 -1.3808  -0.17
C: -3.7675 -0.1011 -1.9741  0.04
C: -3.7751 -1.0609 -2.9748  0.02
C: -2.5189 -1.4836 -3.4782  -0.02
C: -1.3863 -1.0038 -2.8755  -0.11
N: -1.3618 -0.1722 -1.7963  -0.02
C: 0.3587 3.0124 0.9123  -0.21
C: 0.8235 4.2379 1.4369  -0.01
C: -0.0469 5.1206 2.0713  -0.70
Cl: 0.5222 6.6516 2.5300  0.77
N: 1.1024 2.0358 0.2337  -0.08
C: 2.3285 2.3720 -0.4249  -0.38
O: 2.8812 3.4565 -0.3220  0.13
C: 3.0288 1.2419 -1.0794  -0.20
C: 4.3331 1.4184 -1.4228  0.03
C: 5.1033 0.3642 -1.8893  0.04
C: 4.4091 -0.8182 -2.0836  -0.02
C: 3.0959 -0.9244 -1.7192  -0.10
N: 2.3493 0.0682 -1.1655  -0.02
H: -2.9229 3.1690 1.8830  0.14
H: -4.7286 0.3072 -1.7615  0.13
H: -4.6282 -1.5807 -3.3991  0.13
H: -2.4925 -2.2297 -4.2873  0.14
H: -0.4412 -1.4041 -3.2460  0.12
H: 1.8154 4.6302 1.2342  0.11
H: 4.8254 2.3815 -1.3082  0.15
H: 6.2215 0.4767 -1.9609  0.16
H: 4.8589 -1.6109 -2.6216  0.12
H: 2.5450 -1.8393 -1.9278  0.11
C: 1.4999 -1.5067 3.1170  -0.23
P: 0.2210 -1.0409 2.0347  0.79
C: -1.1193 -0.6662 3.1461  -0.23
C: -0.3917 -2.4028 1.0221  -0.43
C: -1.6631 -2.8303 0.8292  -0.07
C: -1.9601 -3.6917 -0.2649  -0.04
C: -0.9840 -4.2219 -1.0592  -0.06
C: 0.3218 -3.8180 -0.8551  -0.09
C: 0.6437 -3.0032 0.2008  -0.13
H: 2.3410 -1.8900 2.5568  0.05
H: 1.2278 -2.3469 3.7105  0.07
H: 1.8065 -0.6345 3.7418  0.10
H: -1.2205 -1.5121 3.8079  0.06
H: -2.0912 -0.6252 2.6027  0.06
H: -0.9858 0.2852 3.7229  0.09
H: -2.5022 -2.5420 1.4616  0.12
H: -3.0099 -4.0252 -0.4316  0.14
H: -1.2029 -4.9791 -1.7878  0.12
H: 1.1121 -4.3245 -1.4057  0.13
H: 1.7518 -2.8674 0.4276  0.13

Forces on the atoms, in the same order (eV/Å):
-0.25 -0.39 -0.62
0.81 -0.58 -0.48
-2.16 -0.04 0.42
-1.08 -0.66 -0.69
0.37 -0.31 -0.10
-0.21 -0.07 0.12
0.87 0.21 0.03
-1.16 0.17 0.00
-0.47 0.62 0.14
-0.10 -0.62 -0.67
1.97 -0.78 -0.61
-1.40 -0.04 0.32
1.16 -0.58 0.08
-0.68 -0.80 -0.63
-0.28 1.63 1.08
0.17 -0.31 -0.90
0.20 -0.79 -0.01
0.12 0.35 0.17
1.96 0.12 -1.66
-0.11 2.03 2.03
-0.84 -1.39 -0.57
-1.09 -0.12 0.45
1.70 0.55 -0.30
0.51 0.17 0.70
0.37 0.34 -0.39
-1.67 -0.47 -0.13
1.56 0.28 -0.52
1.58 0.88 0.33
-0.22 0.56 0.98
-0.36 0.69 0.23
0.29 0.57 0.45
0.03 0.42 0.26
-0.13 -0.47 0.12
-0.52 -0.03 0.21
-1.45 -0.23 -0.43
0.41 -0.94 -0.05
0.22 0.00 0.13
1.83 0.19 0.33
-1.57 0.43 0.27
-1.43 1.02 0.03
2.90 -0.74 -0.52
-1.98 -0.45 -1.17
-1.50 -0.25 0.92
-0.13 0.32 -0.12
0.98 -0.98 0.28
0.84 1.22 0.37
0.57 0.30 -0.16
-0.61 -0.48 0.84
-0.19 -0.69 -0.47
0.11 -0.21 0.55
0.71 0.32 0.26
-0.02 -0.88 -0.55
0.28 0.20 -0.11
0.90 0.37 0.35
-0.18 -0.03 -0.35
-0.04 0.25 0.00
-1.57 0.15 -0.23

Properties
**Spin multiplicity**: 1
**Charge**: +2
**E**: -72986.7587 eV
**Energy above the lowest of the compared OMol25 structures with the same formula, charge and spin**: 12.2 kcal per mole
**Gap between HOMO and LUMO**: 6.05 eV
**LUMO level**: -0.26151 Ha



3.
Entry from OMol25: a molecular structure, C26H21F3MnN7O (the ωB97M-V functional and the def2-TZVPD basis).

Each line ends with the Mulliken spin population.
Geometry (Å):
Mn: 0.6599 -0.2195 -0.2309  2.37
C: 2.2160 1.1612 3.4504  -0.04
C: 1.3275 0.6730 4.4106  0.02
C: 0.0784 0.2246 4.0493  -0.01
C: -0.2268 0.2300 2.6405  0.01
N: 0.7467 0.4330 1.7095  -0.09
C: 1.9500 0.9908 2.1194  0.04
N: -1.5485 0.2482 2.3702  -0.05
C: -1.9809 0.0653 1.1576  0.00
N: -1.3138 -0.0357 0.0206  -0.15
C: -2.1672 -0.0210 -1.0207  -0.01
N: -1.8715 -0.0138 -2.3625  0.21
C: -0.6490 0.2641 -2.7841  0.05
C: -0.5408 0.3042 -4.2359  0.20
C: 0.5389 0.9257 -4.8185  -0.03
C: 1.4553 1.6094 -3.9917  0.14
C: 1.3540 1.4183 -2.6374  0.18
N: 0.4092 0.7084 -2.0016  -0.04
C: -3.5411 0.0110 -0.4946  0.03
C: -4.7632 0.1123 -1.1433  0.03
C: -5.9131 0.2635 -0.4247  -0.01
C: -5.8038 0.2031 0.9977  0.09
C: -4.5977 0.2100 1.6612  0.02
C: -3.4601 0.0867 0.9102  0.04
H: 3.0914 1.7722 3.7198  0.00
H: 1.6122 0.5976 5.4418  0.00
H: -0.7192 0.0344 4.7395  0.00
H: 2.5750 1.3525 1.3157  0.01
H: -1.3300 -0.1149 -4.8954  0.00
H: 0.6798 0.9030 -5.9069  0.00
H: 2.3166 2.2068 -4.4008  0.00
H: 2.1476 1.8584 -2.0128  0.04
H: -4.8089 0.0910 -2.1885  0.00
H: -6.8851 0.2919 -0.9345  0.00
H: -6.6864 0.2894 1.6890  0.00
H: -4.4937 0.3395 2.7052  0.00
C: 2.0201 5.5199 0.4766  0.00
C: 1.5455 4.1735 -0.0553  0.00
N: 0.1869 4.0913 -0.1945  0.00
O: 2.2964 3.2354 -0.2593  0.01
H: 1.2326 6.3202 0.4591  0.00
H: 2.8845 5.7956 -0.0807  0.00
H: 2.2492 5.4533 1.5397  0.00
H: -0.3913 4.9289 -0.1279  0.00
H: -0.2091 3.2394 -0.5345  0.01
F: 3.5619 -6.4257 1.1929  0.00
C: 2.7035 -6.2778 0.1453  0.00
F: 1.6889 -7.1804 0.3309  0.00
F: 3.3685 -6.6630 -0.9729  0.00
C: 2.1919 -4.8871 0.0573  0.01
C: 1.5370 -4.4365 -1.0745  0.00
C: 0.9584 -3.1742 -1.1468  -0.01
N: 1.1620 -2.2552 -0.1391  -0.05
C: 1.9438 -2.7085 0.9535  0.01
C: 2.3638 -4.0008 1.0901  0.00
H: 1.3319 -5.0798 -1.9111  0.00
H: 0.3891 -2.9369 -2.0886  0.00
H: 2.2424 -1.9643 1.7025  0.00
H: 2.8841 -4.2417 2.0138  0.00

Forces on the atoms, in the same order (eV/Å):
-1.97 0.18 1.52
0.85 0.78 -0.18
-0.24 -0.79 0.27
0.60 0.74 -2.11
0.89 0.75 2.05
0.86 0.21 -0.48
-1.46 -0.79 -0.24
-0.36 -1.51 -1.61
-2.63 0.82 3.96
4.06 -0.55 -2.30
-2.49 -0.02 -0.95
0.28 -0.46 2.10
-0.56 0.58 -1.44
-0.20 -0.24 -0.03
0.95 0.54 -0.40
0.11 -0.05 -2.18
1.06 0.13 1.99
-0.11 -0.53 -0.58
1.07 0.15 -0.26
0.13 0.14 -0.18
-0.59 -0.84 1.55
-2.20 0.98 0.02
1.61 -0.17 -0.21
1.22 -0.05 -1.74
-0.34 -0.68 0.03
0.13 0.48 0.42
-0.14 -0.26 0.23
0.30 0.03 0.04
0.43 0.23 0.93
-0.18 0.15 0.49
-1.12 -0.69 0.45
-0.46 -0.26 0.03
-0.01 -0.04 -1.46
0.48 0.14 0.43
0.64 -0.20 -1.22
-0.31 -0.08 1.01
-1.46 0.17 0.22
-1.04 1.48 0.94
0.48 0.46 0.04
0.03 -0.96 -0.25
0.73 -0.76 -0.44
0.69 0.44 -0.23
0.35 -0.36 -0.04
0.31 -0.59 -0.04
-0.26 -0.16 -0.16
-0.88 0.44 -0.92
1.05 -3.25 0.41
0.81 1.36 -0.21
-0.71 0.78 0.80
-0.45 0.55 -0.57
-0.99 0.12 -0.35
0.38 0.58 0.22
1.32 -0.57 0.53
-1.42 1.62 -1.35
0.52 0.46 0.88
0.22 -0.35 -0.16
0.51 0.18 1.38
-0.48 -0.25 -0.34
0.01 -0.22 -0.29

Properties
**Spin multiplicity**: 4
**Expectation value of S²**: 4.15
**Charge**: +3
**E**: -79224.9728 eV
**Energy above the lowest of the compared OMol25 structures with the same formula, charge and spin**: 13.9 kcal per mole
**Gap between HOMO and LUMO (spin up / spin down)**: 4.73 / 4.57 eV
**LUMO level (spin up / spin down)**: -0.46922 / -0.47747 Ha



4.
Entry from OMol25: a molecular structure, C26H21N7O3PtS2 (the ωB97M-V functional and the def2-TZVPD basis).

Each line ends with the Löwdin charge.
Geometry (Å):
Pt: 0.0390 0.2252 0.2757  1.16
O: 2.2345 0.2676 0.0036  -0.20
C: 3.0552 1.2337 -0.1649  -0.38
C: 4.4466 0.9386 -0.1803  -0.02
C: 5.4019 1.9150 -0.2562  -0.09
C: 5.0342 3.2595 -0.3115  -0.11
C: 3.7007 3.5857 -0.3868  -0.06
C: 2.7006 2.6077 -0.3663  -0.11
C: 1.3408 2.9904 -0.6479  -0.28
N: 0.2299 2.2982 -0.4165  -0.03
C: -0.8204 3.0087 -0.9151  -0.11
C: -0.3463 4.1602 -1.4621  -0.07
N: 1.0107 4.1402 -1.2944  0.12
H: 4.7161 -0.1045 -0.1306  0.11
H: 6.4476 1.6466 -0.2564  0.10
H: 5.7866 4.0305 -0.3255  0.09
H: 3.4138 4.6266 -0.4514  0.10
H: -1.8234 2.6233 -0.8693  0.06
H: -0.8525 4.9568 -1.9645  0.11
H: 1.6585 4.8406 -1.6107  0.15
N: -4.6846 1.4804 5.6718  0.11
C: -4.4352 1.1970 4.3466  -0.35
C: -4.8920 0.0043 3.7759  -0.04
C: -4.6246 -0.2819 2.4511  -0.07
C: -3.9037 0.6210 1.6927  -0.30
C: -3.3929 1.7780 2.2529  -0.06
C: -3.6565 2.0668 3.5762  -0.03
S: -3.6115 0.3055 -0.0372  0.63
O: -3.4944 1.5881 -0.6838  -0.32
O: -4.5963 -0.5934 -0.5639  -0.28
N: -2.1074 -0.3535 -0.0197  -0.17
C: -1.9143 -1.6226 0.2858  -0.55
N: -0.5957 -1.9790 0.2474  0.01
C: -0.2877 -3.2410 0.4581  -0.11
C: -1.2613 -4.1908 0.7447  -0.05
C: -2.5645 -3.7173 0.8502  -0.12
N: -2.8938 -2.4603 0.6446  0.13
H: -5.4669 0.9980 6.0826  0.09
H: -4.6035 2.4512 5.9348  0.09
H: -5.4691 -0.6786 4.3829  0.11
H: -4.9664 -1.1876 1.9751  0.11
H: -2.8108 2.4465 1.6372  0.11
H: -3.2823 2.9720 4.0328  0.12
H: 0.7618 -3.5010 0.3945  0.12
H: -1.0133 -5.2285 0.8968  0.10
H: -3.3854 -4.3707 1.1200  0.11
S: -1.3745 -0.3431 4.9155  1.09
C: -1.2105 -0.5805 3.2159  -0.44
N: -0.4732 0.2704 2.5865  -0.05
C: 0.0384 1.2178 3.4334  -0.31
C: 0.8742 2.2780 3.0852  0.00
C: 1.2991 3.1378 4.0766  -0.07
C: 0.9246 2.9493 5.4087  -0.09
C: 0.1079 1.8991 5.7762  -0.09
C: -0.3417 1.0464 4.7805  -0.46
H: -1.7150 -1.4015 2.7497  0.07
H: 1.1758 2.3896 2.0534  0.09
H: 1.9420 3.9701 3.8293  0.11
H: 1.2829 3.6279 6.1679  0.10
H: -0.1691 1.7396 6.8054  0.11

Forces on the atoms, in the same order (eV/Å):
0.90 0.81 -2.66
-2.09 -1.20 0.45
0.30 1.22 -0.08
-0.25 -0.15 0.00
-0.14 0.06 0.07
0.02 0.26 -0.10
0.16 -0.15 -0.01
0.36 -0.58 0.19
0.01 -0.15 -0.03
0.20 -1.41 0.60
-0.37 0.54 -0.36
-0.55 -0.20 0.06
0.09 -0.39 0.37
0.04 -0.14 0.07
0.11 -0.06 0.02
0.09 0.12 0.00
0.03 0.13 0.00
-0.04 0.07 -0.04
-0.10 0.17 -0.07
0.02 -0.15 0.01
0.02 0.10 0.27
0.12 -0.19 -0.35
0.02 0.15 0.09
-0.09 -0.01 -0.04
-0.03 -0.21 -0.74
-0.06 0.14 0.09
-0.08 -0.06 0.03
-0.32 0.54 0.23
0.23 -0.17 0.25
0.34 -0.01 0.32
0.87 1.36 -0.29
0.00 -1.46 0.14
-0.12 1.58 0.11
0.14 -0.56 0.22
0.13 0.18 -0.12
0.25 -0.21 -0.02
-0.15 0.19 0.05
0.01 0.11 0.06
-0.09 -0.15 0.04
-0.06 -0.11 0.02
-0.15 -0.11 0.03
0.05 0.15 -0.01
0.10 0.11 -0.02
0.03 0.03 0.08
0.03 -0.03 -0.01
0.02 -0.14 0.06
0.18 0.16 -0.07
0.24 0.37 0.37
-0.26 -0.51 0.21
0.02 0.27 0.97
-0.02 -0.05 -0.05
0.03 0.01 -0.12
-0.10 -0.09 0.11
0.04 0.15 0.05
-0.06 -0.23 -0.33
-0.18 -0.27 -0.22
0.05 0.07 -0.02
0.06 0.01 -0.08
0.05 0.07 0.04
-0.05 0.02 0.15

Properties
**Spin multiplicity**: 1
**Charge**: 0
**E**: -68793.3228 eV
**Energy above the lowest of the compared OMol25 structures with the same formula, charge and spin**: 32.6 kcal per mole
**Gap between HOMO and LUMO (spin up / spin down)**: 7.07 / 7.04 eV
**LUMO level (spin up / spin down)**: -0.00585 / -0.00586 Ha